Version i
Here is a gas-phase ion, C4H12N2O (charge +1) from OMol25. Energies are from ωB97M-V/def2-TZVPD.

Structure (XYZ):
```
19
C4H12N2O | OMol25 | ωB97M-V/def2-TZVPD
C 0.37135 -0.26632 1.91677
O -0.85803 0.09574 2.48694
C 0.43704 0.24525 0.48324
C -0.89497 -0.13528 -0.20910
C -0.75196 -0.35888 -1.76331
N 0.13112 -1.35482 -2.20320
N 0.66859 1.67674 0.46964
H 1.24192 0.10570 2.47963
H 0.54328 -1.32906 2.04962
H 1.22896 -0.26852 -0.08890
H -1.64053 0.57951 -0.07017
H -1.14239 -1.12294 0.17715
H -0.19268 0.56449 -2.03142
H -1.72574 -0.53279 -2.17453
H -0.03795 -1.71095 -3.14693
H 1.13164 -1.15619 -2.12720
H -0.85241 0.98160 2.86212
H 1.22225 1.97792 1.26001
H 1.12052 2.00881 -0.37037
```

The LUMO energy (alpha / beta) comes out at -3.59 / -8.51 eV. As for the spin multiplicity: 2. The expectation value of S² is 0.755. As for the charge: +1. The calculation puts the HOMO energy (alpha / beta) at -13.334 / -13.318 eV.


Version ii
Here is a gas-phase ion, C4H12N2O (charge +1) from OMol25. Energies are from ωB97M-V/def2-TZVPD.

Structure (XYZ):
```
19
C4H12N2O | OMol25 | ωB97M-V/def2-TZVPD
C -0.51913 0.80104 0.01784
C -1.35398 -0.41340 -0.46097
C -2.74691 0.06224 -0.91990
O -0.64363 -1.15262 -1.42312
N 0.51065 0.54119 0.98727
C 1.80292 0.14353 0.43244
N 2.92001 0.22759 1.35664
H -0.03878 1.13571 -0.90560
H -1.18638 1.57088 0.40121
H -1.48415 -1.08318 0.40256
H -2.51965 0.94948 -1.52435
H -3.38889 0.33711 -0.09789
H -3.06835 -0.68570 -1.63834
H -0.53496 -2.04738 -1.11198
H 0.63899 0.71012 1.98207
H 1.59656 -0.90423 0.11237
H 1.98511 0.82707 -0.39573
H 2.67263 -0.10539 2.28161
H 3.56903 -0.45656 0.98681
```

The LUMO energy (alpha / beta) comes out at -3.04 / -7.61 eV. As for the spin multiplicity: 2. The expectation value of S² is 0.755. As for the charge: +1. The calculation puts the HOMO energy (alpha / beta) at -14.596 / -14.623 eV.


Version iii
Here is a gas-phase ion, C4H12N2O (charge +1) from OMol25. Energies are from ωB97M-V/def2-TZVPD.

Structure (XYZ):
```
19
C4H12N2O | OMol25 | ωB97M-V/def2-TZVPD
C 0.00998 -0.63365 -0.32370
N 0.76051 0.16196 -1.22229
C 0.14388 1.24290 -1.92019
O -1.05503 0.85556 -2.54999
C -0.14396 -0.00060 1.18720
C -0.90701 -1.01322 2.02711
N 1.08741 0.37091 1.75581
H -0.96995 -0.69535 -0.80909
H 0.48078 -1.60499 -0.21419
H 1.57854 -0.25663 -1.63615
H -0.20071 2.02685 -1.23741
H 0.78801 1.69890 -2.65656
H -0.87321 0.13713 -3.17448
H -0.69999 0.92437 1.03764
H -0.22905 -1.76552 2.41656
H -1.42853 -0.48482 2.81209
H -1.65277 -1.49938 1.41466
H 1.62434 0.97253 1.14468
H 1.68675 -0.43697 1.94831
```

The LUMO energy (alpha / beta) comes out at -3.05 / -7.97 eV. As for the spin multiplicity: 2. The expectation value of S² is 0.756. As for the charge: +1. The calculation puts the HOMO energy (alpha / beta) at -14.772 / -14.284 eV.


Q: Which of them is the least stable? A: version i.


Version i
Here is 2 unconnected molecules or ions with the total composition C5H13N3O2 from OMol25. Energies are from ωB97M-V/def2-TZVPD.

Structure (XYZ):
```
23
C5H13N3O2 | OMol25 | ωB97M-V/def2-TZVPD
C -2.48603 -1.87005 0.50856
C -0.68631 2.19596 -0.84460
C 3.46503 -0.91323 -0.47473
C -2.24557 -0.41574 0.70634
C -0.99705 1.55155 0.50412
N -1.18172 0.14068 0.34011
N 2.53578 -0.10578 0.32036
N 1.30041 -0.17902 0.15108
O 3.01290 0.66042 1.16713
O 0.89488 -1.05512 -0.82359
H -1.65647 -2.33570 -0.01681
H -2.61472 -2.35573 1.47400
H -3.40340 -2.01658 -0.06045
H 0.22380 1.77633 -1.25984
H -1.50088 2.03124 -1.54784
H -0.54767 3.26548 -0.71323
H 4.47443 -0.66915 -0.15277
H 3.32576 -0.68134 -1.52992
H 3.24956 -1.96931 -0.31649
H -0.07996 -0.90033 -0.75144
H -3.06163 0.13308 1.20023
H -0.13882 1.68343 1.16480
H -1.88234 2.02891 0.95499
```

The LUMO energy comes out at 0.94 eV. As for the spin multiplicity: 1. As for the charge: 0. The calculation puts the HOMO energy at -8.640 eV. The SMILES is C/[N+]([O-])=N\O.C/C=N/CC.


Version ii
Here is 2 unconnected molecules or ions with the total composition C5H13N3O2 from OMol25. Energies are from ωB97M-V/def2-TZVPD.

Structure (XYZ):
```
23
C5H13N3O2 | OMol25 | ωB97M-V/def2-TZVPD
C -0.04983 -0.35457 1.96293
C 0.90391 0.07664 3.19187
C 0.49934 1.24540 0.26053
N -0.37694 0.79273 1.07531
N 1.84358 0.96514 0.09977
N 0.06712 2.26233 -0.63944
H 0.41168 -1.31959 1.72236
H -1.06161 -0.51120 2.38412
H 1.87133 0.28272 2.80192
H 0.88399 -0.68289 4.06166
H -1.88315 0.58843 -3.51069
H 2.10695 0.09992 0.58809
H 2.16671 1.03378 -0.82635
H 0.25155 3.23032 -0.47033
H -0.81570 2.00841 -1.06413
H 0.48755 1.00619 3.64397
C -0.59578 -1.95154 -1.98408
C -1.69556 -1.06921 -2.51874
O -1.14984 0.11999 -2.89809
O -2.86211 -1.42183 -2.57824
H -0.13903 -2.68754 -2.69766
H -0.94443 -2.54421 -1.05577
H 0.08028 -1.16943 -1.54902
```

The LUMO energy comes out at 0.57 eV. As for the spin multiplicity: 1. As for the charge: 0. The calculation puts the HOMO energy at -9.096 eV. The SMILES is CCN=C(N)N.CC(=O)O.


Version iii
Here is 2 unconnected molecules or ions with the total composition C5H13N3O2 from OMol25. Energies are from ωB97M-V/def2-TZVPD.

Structure (XYZ):
```
23
C5H13N3O2 | OMol25 | ωB97M-V/def2-TZVPD
C 2.38412 -2.62683 -0.51265
C -2.64807 1.45222 -0.84895
C -1.45737 1.52571 0.20894
C -1.08226 0.07796 0.76703
C 2.84207 -1.23529 -0.33135
N 3.60092 -0.75778 -1.38494
N 2.57622 -0.39777 0.63555
N 2.36137 -0.51387 1.90964
O 1.71712 -3.16399 0.61649
O 2.52260 -3.30232 -1.56839
H -2.12829 1.43947 -1.82651
H -3.08404 0.52176 -0.79760
H -3.41788 2.26481 -0.80182
H -1.72303 2.08386 1.08600
H -0.53357 1.93851 -0.26263
H -2.02952 -0.35380 1.05850
H -0.76830 -0.47533 -0.01439
H 3.83241 0.22755 -1.30260
H 3.41313 -0.86552 -2.33852
H 2.95081 0.56661 0.39904
H 1.37934 -4.05140 0.60450
H -0.41320 0.18290 1.74958
H 1.95184 -1.44024 1.95453
```

The LUMO energy (alpha / beta) comes out at -0.07 / 0.11 eV. As for the spin multiplicity: 1. As for the charge: 0. The calculation puts the HOMO energy (alpha / beta) at -7.993 / -7.498 eV.


Q: Which of them is the least stable? A: version i.